The following is a DFT calculation (ωB97M-V/def2-TZVPD) of the molecule C4H6O2 at a distorted geometry.

Its energy relative to the best compared isomer or geometry (same formula, charge and spin) is 5.9347 eV. For the LUMO energy (spin up / spin down), the calculation gives 0.09 / 0.24 eV. As for the HOMO energy (spin up / spin down): -8.1 / -8.2 eV. The total energy is -8334.5265 eV. The value obtained for the frontier orbital gap (spin up / spin down) is 8.2 / 8.4 eV. The net charge is 0.

XYZ file:
```
12
C4H6O2 ωB97M-V/def2-TZVPD
O -0.6578 1.6033 -1.0013
C -0.4106 1.1630 0.2684
C -0.4849 -0.2617 0.7999
C -0.0574 -1.0165 -0.4431
C 1.1753 -0.2348 -0.0096
O 0.8541 -0.4494 1.3475
H -0.9287 1.8823 0.9342
H -1.2485 -0.5433 1.5244
H -0.5605 -0.8458 -1.3965
H 0.0174 -2.0765 -0.1916
H 0.1042 1.2736 -1.4876
H 2.1973 -0.4944 -0.3448
```